10
Properties=species:S:1:pos:R:3 method="wB97M-V/def2-TZVPD" smiles="O=C(C=S)CO" homo_lumo_gap_ev=7.660 max_force_ev_per_a=3.47 e_above_lowest_kcal_mol=41.9 e_tot_ha=-665.318887
O 0.99 -1.24 0.44
C 0.20 -0.50 -0.04
C -0.19 -0.62 -1.45
S -1.30 0.26 -2.33
C -0.27 0.65 0.74
O 0.62 0.87 1.80
H 0.31 -1.48 -1.97
H -1.32 0.58 1.14
H -0.26 1.42 -0.01
H 1.24 0.08 1.69

***

10
Properties=species:S:1:pos:R:3 method="wB97M-V/def2-TZVPD" homo_lumo_gap_ev=9.053 max_force_ev_per_a=6.15 e_above_lowest_kcal_mol=60.8 e_tot_ha=-665.288752
C 4.09 -0.70 0.12
C 0.69 1.11 0.90
C 0.39 -0.22 0.51
O 4.42 0.34 0.41
O 3.68 -1.68 -0.21
S 1.54 1.88 -0.37
H 0.72 -0.73 -0.44
H -0.77 -0.26 0.53
H 0.81 -0.95 1.25
H 1.89 0.81 -1.09